This record from OMol25 describes a 10-piece molecular cluster, C62H136F12N10O10S4 overall. The level of theory is ωB97M-V with the def2-TZVPD basis set.

Calculated values
- HOMO: -13.7 eV
- Relative energy (zero: lowest compared OMol25 entry of this formula, charge and spin): 42.1 kcal/mol
- HOMO-LUMO gap: 6.0 eV

The geometry in ORCA input format:
```
! RIJCOSX wB97M-V def2-TZVPD def2/J DEFGRID3
* xyz 6 1
C 8.3582 0.6522 -10.0378
N 8.0276 0.7133 -8.5147
C 8.6887 -0.4613 -7.6532
C 8.6580 2.0310 -8.0257
C 6.5354 0.5876 -8.3130
C 6.0295 0.2422 -6.9107
O 6.3003 1.2127 -5.8711
H 7.8696 -0.1729 -10.5562
H 9.4413 0.5998 -10.1483
H 7.8596 1.5605 -10.3761
H 8.8032 -0.2414 -6.5918
H 9.7222 -0.5315 -7.9924
H 8.1872 -1.4208 -7.7799
H 8.4759 2.1808 -6.9615
H 8.1888 2.7453 -8.7023
H 9.7029 1.9301 -8.3189
H 6.1011 0.0261 -9.1402
H 6.1416 1.5950 -8.4482
H 6.3318 -0.7506 -6.5774
H 4.9457 0.1994 -7.0184
H 5.9580 0.6908 -5.1417
C -2.1673 7.1474 -5.9502
N -3.4145 7.1584 -6.8914
C -3.0204 7.4171 -8.3133
C -3.9985 5.7956 -6.8081
C -4.3821 8.2716 -6.3934
C -5.7917 8.3700 -7.0505
O -5.6989 9.0101 -8.3250
H -2.3721 7.0644 -4.8829
H -1.5769 8.0530 -6.0897
H -1.5464 6.3159 -6.2836
H -2.0478 6.9332 -8.4031
H -2.9842 8.5026 -8.4063
H -3.7240 7.1132 -9.0883
H -3.2313 5.0427 -6.9885
H -4.7724 5.5317 -7.5289
H -4.4171 5.7541 -5.8025
H -3.7579 9.1650 -6.4118
H -4.3459 8.0161 -5.3344
H -6.5250 8.9711 -6.5129
H -6.3955 7.4635 -7.0932
H -6.5643 9.0175 -8.7404
C 4.4461 -10.5388 1.3089
C 3.2860 -10.6918 0.2729
C 2.0013 -10.2242 0.8911
N 0.8698 -10.4500 -0.0860
C 0.8315 -11.7197 -0.9886
C 0.7821 -9.1667 -1.0232
C -0.6663 -9.1302 -1.4636
C -1.4292 -9.5677 -0.3161
C -0.4207 -10.2372 0.6906
H 4.3938 -9.5240 1.7032
H 5.4515 -10.5832 0.8902
H 4.4446 -11.2375 2.1456
H 3.2103 -11.7392 -0.0191
H 3.3979 -10.1937 -0.6901
H 1.9811 -9.2213 1.3176
H 1.7108 -10.9093 1.6875
H 0.9502 -12.4692 -0.2061
H 1.6518 -11.6485 -1.7029
H -0.1427 -11.7319 -1.4774
H 1.6009 -9.2071 -1.7416
H 0.8884 -8.3026 -0.3674
H -0.8432 -9.7623 -2.3339
H -1.1183 -8.2071 -1.8265
H -2.2718 -10.1845 -0.6286
H -1.8794 -8.7074 0.1792
H -0.9163 -11.1950 0.8492
H -0.2475 -9.6026 1.5597
C -3.2946 -0.8501 -12.1325
C -3.4490 -2.2124 -11.3869
C -2.5275 -2.3643 -10.1332
N -1.4757 -3.4946 -10.2879
C -2.1558 -4.9005 -10.6280
C -0.7531 -3.6149 -8.8983
C 0.6689 -4.4292 -9.1375
C 0.8963 -4.3214 -10.6073
C -0.2617 -3.3609 -11.2163
H -3.3616 0.0601 -11.5366
H -3.9455 -0.7051 -12.9947
H -2.2643 -1.0152 -12.4476
H -3.1710 -3.0286 -12.0537
H -4.5115 -2.2404 -11.1454
H -3.1384 -2.5369 -9.2471
H -1.9296 -1.4663 -9.9776
H -1.4896 -5.7609 -10.6915
H -2.6899 -4.7924 -11.5720
H -2.9946 -5.1620 -9.9830
H -1.5094 -3.9996 -8.2141
H -0.4727 -2.6283 -8.5292
H 0.5123 -5.4374 -8.7539
H 1.4569 -3.9617 -8.5471
H 1.0277 -5.2897 -11.0902
H 1.8900 -3.8995 -10.7577
H -0.4476 -3.5970 -12.2641
H -0.0034 -2.3312 -10.9690
C -4.6421 -3.7695 2.2927
C -5.9667 -3.8420 3.0233
C -7.0647 -2.7741 2.6844
N -8.3294 -3.3658 1.9837
C -7.8829 -3.9974 0.6120
C -9.1290 -4.4857 2.7186
C -10.5504 -4.2048 2.3943
C -10.5826 -2.7074 2.4317
C -9.3369 -2.2596 1.7516
H -3.8695 -4.3705 2.7721
H -4.2318 -2.7649 2.1898
H -4.6593 -4.1797 1.2829
H -5.7814 -3.9037 4.0956
H -6.4347 -4.8201 2.9108
H -6.6931 -2.0418 1.9677
H -7.5180 -2.3136 3.5622
H -8.7772 -4.3675 0.1107
H -7.2041 -4.8230 0.8253
H -7.3470 -3.2408 0.0389
H -8.7242 -5.4658 2.4667
H -8.8659 -4.2227 3.7432
H -10.7519 -4.7307 1.4611
H -11.3046 -4.7257 2.9842
H -11.5088 -2.4297 1.9285
H -10.6411 -2.3356 3.4547
H -9.6060 -2.2261 0.6958
H -9.0045 -1.2720 2.0716
C -3.4108 2.7429 7.2911
C -4.2590 2.6187 8.6093
C -3.4273 2.9258 9.9416
N -4.2522 2.9447 11.3268
C -4.2495 1.4999 11.8603
C -5.6691 3.4909 11.1730
C -6.2120 3.8077 12.5929
C -4.9875 4.1596 13.3696
C -3.6416 3.8822 12.4442
H -2.7797 1.8651 7.1521
H -2.8483 3.6759 7.2552
H -4.0952 2.7326 6.4428
H -4.7189 1.6356 8.7096
H -5.1276 3.2545 8.4381
H -3.0073 3.9315 9.9295
H -2.5305 2.3064 9.9576
H -4.7243 0.8465 11.1284
H -4.9051 1.4916 12.7311
H -3.2128 1.2491 12.0847
H -6.2754 2.8755 10.5083
H -5.5192 4.4721 10.7226
H -6.6256 2.9283 13.0866
H -6.8921 4.6587 12.6313
H -4.8550 3.6078 14.3003
H -5.0115 5.2233 13.6063
H -2.7091 3.4726 12.8323
H -3.5548 4.8276 11.9086
C 9.8026 0.6716 7.9093
C 8.8267 -0.5557 7.9316
C 7.3147 -0.2156 8.2361
N 6.4582 -1.1447 9.1258
C 6.9081 -1.0736 10.5674
C 6.5954 -2.6332 8.8118
C 5.6054 -2.9601 7.7633
C 4.4235 -1.9315 8.0420
C 4.9486 -0.8933 9.0301
H 10.8832 0.5334 7.8749
H 9.7308 1.1333 8.8940
H 9.5361 1.4318 7.1750
H 9.1291 -1.3299 8.6368
H 8.9505 -1.0424 6.9641
H 6.7817 -0.0024 7.3095
H 7.2960 0.6652 8.8779
H 7.9508 -1.2827 10.8061
H 6.2315 -1.6889 11.1605
H 6.8636 -0.0230 10.8544
H 6.3234 -3.3069 9.6244
H 7.5378 -3.0261 8.4302
H 5.3415 -4.0176 7.7523
H 6.0592 -2.6885 6.8102
H 3.5266 -2.3009 8.5392
H 4.0246 -1.4580 7.1449
H 4.4425 -0.8280 9.9933
H 4.7685 0.0672 8.5473
C 3.3943 8.9781 0.4744
C 4.4967 8.7570 1.3827
C 4.8377 7.3258 1.7352
N 5.9639 7.2035 2.8066
C 5.7802 8.1517 3.9633
C 5.9196 5.7001 3.3100
C 6.8323 4.9562 2.3377
C 8.0410 5.8218 2.0031
C 7.4064 7.2533 2.1804
H 2.5609 8.4495 0.9371
H 3.6240 8.8157 -0.5787
H 3.1906 10.0464 0.5468
H 4.2896 9.3268 2.2885
H 5.2741 9.1674 0.7383
H 5.3001 6.8420 0.8748
H 3.9831 6.8892 2.2519
H 5.7401 9.1892 3.6317
H 6.6369 7.9160 4.5946
H 4.7901 7.9246 4.3587
H 6.3361 5.7849 4.3137
H 4.9211 5.2923 3.4673
H 7.0770 3.9328 2.6221
H 6.1577 4.8200 1.4924
H 8.8212 5.5424 2.7112
H 8.4431 5.6440 1.0057
H 8.0622 7.7177 2.9169
H 7.3233 7.8969 1.3046
C -9.5325 3.6633 -4.0146
F -8.5721 3.6135 -4.9780
F -10.0575 4.8906 -4.0199
F -10.3930 2.6553 -4.1608
S -8.8001 3.4002 -2.2107
O -9.8971 3.2833 -1.2635
O -8.0232 2.1987 -2.4174
N -7.7011 4.7323 -1.9458
S -7.5205 4.6808 -0.4886
O -8.2492 5.6997 0.2269
O -7.5385 3.3865 0.2338
C -5.6650 5.3480 -0.3507
F -4.9027 4.4089 -0.6481
F -5.4715 6.4505 -1.0506
F -5.5536 5.6247 0.9050
C 0.6964 -0.6048 -1.9695
F 0.9109 -1.9174 -2.2760
F 0.8111 0.2629 -2.9987
F -0.5222 -0.5032 -1.3816
S 2.0910 -0.0744 -0.7773
O 2.4890 1.3193 -1.0502
O 1.3791 -0.2217 0.5121
N 3.3972 -1.0822 -1.2600
S 3.5371 -2.0121 -0.1530
O 4.0594 -1.5370 1.1608
O 2.4247 -2.9284 0.0388
C 5.0161 -3.1805 -0.8273
F 5.8161 -2.5240 -1.6555
F 5.6823 -3.7246 0.2215
F 4.3748 -4.2494 -1.4175
*
```

***

This record from OMol25 describes a 14-piece molecular cluster, C62H142N8O22 overall. The level of theory is ωB97M-V with the def2-TZVPD basis set.

Calculated values
- HOMO: -6.6 eV
- Relative energy (zero: lowest compared OMol25 entry of this formula, charge and spin): 0.0 kcal/mol
- HOMO-LUMO gap: 3.8 eV

The geometry in ORCA input format:
```
! RIJCOSX wB97M-V def2-TZVPD def2/J DEFGRID3
* xyz 2 1
C 3.9218 -7.7502 -3.8383
C 5.2240 -8.5494 -3.7645
C 5.2462 -9.9377 -4.4541
N 6.4460 -10.8047 -4.0029
C 7.8716 -10.0632 -3.9230
C 8.4876 -9.7179 -5.2346
C 8.5506 -10.8784 -6.1539
C 7.2523 -11.7451 -6.2777
C 6.5368 -12.0280 -4.9697
C 6.2080 -11.3982 -2.6352
H 4.1485 -6.9550 -3.1281
H 3.0987 -8.3572 -3.4610
H 3.6459 -7.4131 -4.8375
H 5.3896 -8.6651 -2.6934
H 5.9846 -7.9193 -4.2256
H 5.4536 -9.8049 -5.5160
H 4.3006 -10.4712 -4.3582
H 7.6619 -9.1922 -3.3021
H 8.6040 -10.6111 -3.3301
H 8.0020 -8.8638 -5.7066
H 9.5122 -9.4033 -5.0364
H 8.9320 -10.5000 -7.1023
H 9.3533 -11.4359 -5.6712
H 6.4762 -11.2899 -6.8930
H 7.4907 -12.6532 -6.8314
H 5.5929 -12.5011 -5.2406
H 7.1672 -12.8182 -4.5619
H 7.0304 -12.0423 -2.3239
H 5.2213 -11.8546 -2.5561
H 6.3190 -10.5357 -1.9779
C -0.7262 -3.9380 12.1977
C -1.3217 -4.9220 11.1171
C -2.4578 -4.2032 10.3298
N -3.0235 -5.0209 9.1940
C -3.7995 -6.2805 9.7706
C -4.7075 -7.0539 8.7494
C -5.6287 -6.0607 8.1041
C -5.0251 -4.7496 7.5566
C -4.0618 -4.0475 8.4757
C -1.8948 -5.4287 8.2414
H -1.4300 -3.9639 13.0296
H -0.4635 -2.9370 11.8556
H 0.2415 -4.3038 12.5411
H -1.6483 -5.7466 11.7508
H -0.5638 -5.1911 10.3815
H -2.0204 -3.3034 9.8972
H -3.2817 -3.9302 10.9891
H -4.3206 -5.9347 10.6633
H -2.9708 -6.9534 9.9910
H -5.2776 -7.7262 9.3905
H -4.1938 -7.6673 8.0092
H -6.4812 -5.7929 8.7283
H -6.0451 -6.5177 7.2063
H -5.9047 -4.1174 7.4352
H -4.4752 -4.9739 6.6426
H -4.6585 -3.6678 9.3050
H -3.4747 -3.3176 7.9183
H -2.4055 -5.7923 7.3497
H -1.2099 -6.2110 8.5687
H -1.3648 -4.5106 7.9879
C -0.4655 10.0728 -5.3013
C -1.9756 9.8297 -5.0949
C -2.1618 9.3912 -3.5798
N -3.6082 8.9696 -3.0695
C -4.3387 7.9221 -3.9529
C -5.6910 7.5595 -3.2486
C -5.5583 7.0207 -1.7906
C -4.7523 7.9814 -0.9889
C -3.3051 8.4617 -1.6335
C -4.3468 10.2930 -2.8596
H 0.0079 9.0936 -5.2304
H -0.0156 10.7663 -4.5908
H -0.2904 10.5025 -6.2876
H -2.3999 9.1192 -5.8043
H -2.5246 10.7324 -5.3631
H -1.7832 10.0995 -2.8428
H -1.6278 8.4411 -3.5977
H -3.6777 7.0611 -4.0518
H -4.4134 8.2283 -4.9964
H -6.2286 6.8262 -3.8498
H -6.3826 8.3994 -3.3141
H -4.9749 6.1015 -1.7391
H -6.4801 6.6752 -1.3226
H -4.6160 7.5338 -0.0044
H -5.1986 8.9552 -0.7873
H -2.6370 7.6118 -1.7726
H -2.8515 9.2765 -1.0693
H -5.3328 10.1125 -2.4316
H -4.3303 10.6521 -3.8886
H -3.7348 10.9020 -2.1943
C 6.9431 4.6713 -9.2725
C 6.2609 3.4824 -8.5816
C 7.3266 2.4048 -8.2869
N 6.8180 1.0852 -7.6455
C 5.8971 1.4252 -6.3773
C 5.6378 0.2223 -5.4756
C 6.8554 -0.6949 -5.3213
C 7.5098 -1.1412 -6.6086
C 7.9842 0.1510 -7.3463
C 5.8359 0.3968 -8.6397
H 6.9833 4.5368 -10.3535
H 7.9380 4.9407 -8.9177
H 6.2111 5.4519 -9.0653
H 5.5223 3.0723 -9.2704
H 5.8382 3.7821 -7.6226
H 8.0622 2.9039 -7.6562
H 7.7617 2.0386 -9.2168
H 6.4925 2.1370 -5.8055
H 4.9724 1.9201 -6.6741
H 5.2964 0.7015 -4.5580
H 4.7559 -0.3200 -5.8165
H 7.5982 -0.0650 -4.8318
H 6.6584 -1.6115 -4.7652
H 8.3701 -1.7664 -6.3695
H 6.8053 -1.7285 -7.1975
H 8.7331 0.7642 -6.8451
H 8.4398 -0.0271 -8.3204
H 5.5623 -0.6389 -8.4382
H 6.1688 0.4535 -9.6760
H 4.8693 0.8906 -8.5399
C -11.5979 2.5289 8.2007
N -10.3389 3.1473 8.8166
C -10.2286 4.5877 8.3963
C -10.4965 3.1729 10.3615
C -9.1012 2.2601 8.5193
C -8.5953 2.1029 7.1043
O -8.5860 3.2589 6.2918
H -11.5560 2.4847 7.1124
H -12.4707 3.0850 8.5429
H -11.5609 1.5411 8.6600
H -10.1003 4.6613 7.3164
H -9.4315 4.9965 9.0174
H -11.2213 4.9868 8.6045
H -11.4916 3.5526 10.5933
H -9.7383 3.7997 10.8310
H -10.3758 2.1590 10.7429
H -9.2975 1.2736 8.9394
H -8.2671 2.7276 9.0425
H -9.0474 1.1864 6.7251
H -7.5404 1.8552 6.9861
H -7.8803 3.8770 6.4954
C -2.1988 0.9038 1.5430
N -0.7868 0.4124 1.1537
C -1.0749 -0.3423 -0.1685
C 0.1392 1.5766 0.9069
C -0.3229 -0.5897 2.3119
C 1.1568 -0.8310 2.2808
O 1.5640 -1.2500 1.0166
H -2.7641 0.0827 1.9840
H -2.6713 1.3151 0.6510
H -2.0945 1.6419 2.3383
H -1.2204 0.2990 -1.0378
H -1.9920 -0.8939 0.0386
H -0.3471 -1.1487 -0.2591
H 1.0470 1.1766 0.4553
H 0.3308 1.9925 1.8961
H -0.3636 2.2757 0.2387
H -0.9524 -1.4554 2.1062
H -0.5980 -0.1752 3.2817
H 1.4291 -1.6132 2.9894
H 1.7245 0.0440 2.5973
H 2.4554 -1.5993 1.0876
C 9.2860 4.3468 2.1857
N 8.1738 3.2706 2.5193
C 7.6685 2.6402 1.2275
C 8.8592 2.1391 3.2281
C 7.0442 3.7741 3.5334
C 6.3564 5.1571 3.1801
O 7.2801 6.0768 3.6549
H 9.9742 3.8110 1.5319
H 9.8315 4.7370 3.0450
H 8.8683 5.1752 1.6135
H 8.4976 2.1057 0.7639
H 7.3670 3.5106 0.6447
H 6.8079 1.9798 1.3337
H 9.3036 2.5929 4.1139
H 9.6384 1.8512 2.5224
H 8.1589 1.3531 3.5104
H 7.3483 3.7769 4.5801
H 6.2559 3.0329 3.4020
H 5.3452 5.2839 3.5668
H 6.3464 5.3620 2.1095
H 6.8662 6.6683 4.2876
C -9.8791 -0.5911 -6.1944
N -8.6345 -0.7104 -7.0494
C -8.9717 -1.5453 -8.3383
C -8.2863 0.7188 -7.5611
C -7.4577 -1.4298 -6.3535
C -7.1194 -1.0286 -4.9063
O -6.8335 0.3771 -4.8478
H -10.2141 -1.5975 -5.9435
H -10.6305 -0.0658 -6.7840
H -9.6297 -0.1431 -5.2325
H -8.0873 -1.5999 -8.9730
H -9.7621 -0.9585 -8.8063
H -9.2269 -2.6013 -8.2499
H -8.9920 1.0192 -8.3357
H -7.3072 0.5336 -8.0027
H -8.3131 1.4474 -6.7508
H -6.5682 -1.4162 -6.9834
H -7.8419 -2.4497 -6.3648
H -6.2351 -1.6369 -4.7164
H -7.9671 -1.2932 -4.2742
H -6.0158 0.5298 -5.3272
O -5.0090 -8.0075 0.6958
C -4.2206 -6.9192 0.7054
O -3.1961 -6.9402 1.3454
O -4.5973 -5.9142 0.0732
H -4.5383 -8.5725 1.3130
O 1.9531 2.3372 6.7609
C 1.8351 1.4404 7.7088
O 1.1529 1.7488 8.6923
O 2.4894 0.3678 7.6510
H 1.3583 3.0808 6.8830
O -2.7690 3.9434 8.0426
C -2.6605 4.8652 7.0723
O -3.7097 5.3872 6.6879
O -1.6703 5.1159 6.4470
H -1.9327 3.5038 8.2124
O -0.8957 3.0720 -5.2054
C -1.1482 2.7532 -6.4832
O -0.3904 3.2227 -7.3539
O -2.0905 2.0350 -6.7905
H -0.1463 3.6506 -5.3644
O 4.7629 8.0358 -2.1573
C 3.6795 7.3276 -1.9083
O 3.4632 6.2693 -2.5163
O 2.8855 7.7645 -1.0636
H 5.2526 7.4143 -2.7009
O 9.0238 -4.2555 2.8327
C 7.6890 -4.0882 2.6041
O 7.3066 -3.2303 1.8014
O 6.8241 -4.7156 3.1580
H 9.5107 -3.5701 2.3691
*
```